# 1
This record from OMol25 describes the molecule C3H9NS2 in a non-equilibrium geometry. The level of theory is ωB97M-V/def2-TZVPD.

Values from the calculation:
E_HOMO = -8.884 eV
M = 123.25 g/mol
Spin multiplicity = 1
Structure (SMILES) = NCCCSS
E_tot = -26415.3367 eV
HOMO-LUMO gap = 7.3 eV

Atoms and positions in Å:
S -1.6829 -1.2498 -0.4653
S -2.5571 -1.2605 -2.8373
N 1.6832 0.5700 2.0327
C 0.4148 0.6082 -0.0355
C -0.5570 0.0290 -1.0360
C 0.7966 -0.2199 1.1815
H -0.0096 -0.7137 -1.6438
H 2.5638 0.7882 1.6017
H -3.5352 -1.6627 -1.9979
H 1.4559 -1.0387 0.8899
H -0.9478 0.8725 -1.5668
H 1.2678 1.4748 2.2287
H -0.1990 1.4464 0.3919
H 1.2380 1.0969 -0.5410
H 0.0686 -0.7408 1.7972


# 2
This record from OMol25 describes the molecule C3H9NS2 in a non-equilibrium geometry. The level of theory is ωB97M-V/def2-TZVPD.

Values from the calculation:
E_HOMO = -8.522 eV
M = 123.25 g/mol
Spin multiplicity = 1
Structure (SMILES) = CSSCCN
E_tot = -26417.1197 eV
HOMO-LUMO gap = 9.3 eV

Atoms and positions in Å:
S -0.3635 -2.2212 -1.4392
S -1.1227 -0.3056 -1.3104
N -0.9091 2.1798 0.7057
C 0.2516 1.3284 0.4838
C 0.1839 -2.4900 0.2012
C 0.4317 0.6565 -0.8730
H 1.1616 1.9342 0.6150
H 0.2992 0.6630 1.3531
H 1.1250 -1.9936 0.4380
H 0.2964 -3.5131 0.5852
H -1.6917 1.5826 0.9178
H 1.3737 0.1040 -0.8929
H -0.5464 -2.1429 0.9539
H -0.9911 2.8575 -0.0335
H 0.5014 1.3604 -1.7047


# 3
This record from OMol25 describes a cluster of 3 separate species, C3H9NS2 in total in a non-equilibrium geometry. The level of theory is ωB97M-V/def2-TZVPD.

Values from the calculation:
E_HOMO = -9.274 eV
M = 123.25 g/mol
Spin multiplicity = 1
E_tot = -26411.3392 eV
HOMO-LUMO gap = 5.7 eV

Atoms and positions in Å:
S -3.9149 0.5166 -0.0227
S 3.5319 0.2146 -0.0784
N -1.2377 -0.3307 0.8394
C 1.7740 0.2775 0.2430
C -0.6168 -0.4951 -0.4997
C 0.8802 -0.7320 -0.4865
H -1.6098 -1.2113 1.1943
H -1.0238 0.3240 -1.1072
H 1.5800 0.3422 1.3208
H 1.2297 -1.6648 -0.0633
H 3.4591 -1.2452 1.0927
H 1.1910 -0.9133 -1.5372
H 1.6090 1.3082 -0.1503
H -2.1457 0.1661 0.8051
H -1.1719 -1.3543 -0.9195


# 4
This record from OMol25 describes the ion C3H9NS2 with charge +1 in a non-equilibrium geometry. The level of theory is ωB97M-V/def2-TZVPD.

Values from the calculation:
E_HOMO (alpha / beta) = -12.995 / -12.986 eV
M = 123.25 g/mol
Spin multiplicity = 2
Total charge = +1
E_tot = -26408.7533 eV
HOMO-LUMO gap (alpha / beta) = 8.0 / 4.6 eV

Atoms and positions in Å:
S -1.7902 -2.2019 0.1196
S -0.0663 -1.1108 -0.1436
N 2.4686 2.7107 0.0236
C 0.4632 1.5000 -0.5371
C -0.7220 0.5604 -0.1092
C 1.4283 1.8247 0.6183
H 0.0529 2.4539 -0.8763
H -1.0615 0.8577 0.8971
H 3.1103 2.8525 0.7997
H -1.5647 0.6667 -0.8034
H 0.8691 0.9968 -1.4113
H 2.0538 3.6106 -0.1930
H 0.8963 2.3296 1.4300
H -1.1475 -2.8946 1.0978
H 1.8846 0.8879 0.9383